No. 1
ORCA calculation (ωB97M-V/def2-TZVPD) on one molecule with the formula C6H6.

The geometry in XYZ format:
```
12
Properties=species:S:1:pos:R:3
C 1.462 0.203 0.603
C 0.040 -0.004 0.138
C -0.978 0.862 0.629
C -1.776 1.679 1.027
C -0.215 -0.760 -0.998
C -0.476 -1.687 -1.807
H 1.854 1.124 0.153
H 1.523 0.310 1.690
H 2.107 -0.624 0.289
H -0.488 -1.619 -0.202
H -2.472 2.427 1.333
H -0.581 -1.912 -2.856
```

Calculated values
- HOMO energy: -0.272 hartree
- Gap between HOMO and LUMO: 8.01 eV

Atom charges from the natural (NBO) analysis, given in e for atoms 1 to 5:
1 C -0.601
2 C -0.250
3 C -0.035
4 C -0.232
5 C -0.196

***

No. 2
ORCA calculation (ωB97M-V/def2-TZVPD) on an isolated ion of composition C6H11ClN3 and charge +1.

The geometry in XYZ format:
```
21
Properties=species:S:1:pos:R:3
C 0.666 -1.941 -2.053
C 0.200 -0.731 0.691
C -0.584 -1.557 -1.431
C 2.436 -2.178 -0.370
C -1.143 0.850 -0.728
C 0.404 1.596 1.833
N 1.807 -2.019 -1.464
N -0.519 -0.500 -0.377
N 0.526 0.064 1.651
Cl 2.368 -3.752 0.352
H 0.747 -1.872 -3.161
H -1.173 -1.202 -2.349
H -0.988 -2.508 -0.965
H 2.968 -1.349 0.152
H -1.091 1.386 0.136
H -0.538 1.260 -1.472
H -2.197 0.679 -1.056
H 1.040 2.050 1.133
H 0.772 1.824 2.890
H -0.611 1.790 1.762
H 1.256 -0.327 2.237
```

Calculated values
- HOMO energy (spin up / spin down): -0.425 / -0.425 hartree
- Charge: +1
- Gap between HOMO and LUMO (spin up / spin down): 6.65 / 6.65 eV

Atom charges from the natural (NBO) analysis, given in e for atoms 1 to 5:
1 C 0.272
2 C 0.186
3 C -0.308
4 C 0.200
5 C -0.410

***

No. 3
ORCA calculation (ωB97M-V/def2-TZVPD) on C8H18F3I2IrOP2 as an isolated structure.

The geometry in XYZ format:
```
35
Properties=species:S:1:pos:R:3
I 0.077 -2.947 -1.869
I 0.009 2.126 -2.064
Ir 0.002 0.571 0.001
P -2.195 -0.124 -0.285
C -3.284 1.304 0.130
C -2.838 -0.617 -1.928
H -3.863 -0.992 -1.791
H -3.734 -1.820 0.547
H -2.197 -1.411 -2.328
H -1.976 -2.265 0.710
H -3.141 2.087 -0.619
H -2.832 0.251 -2.598
C -2.721 -1.468 0.810
H -4.341 0.996 0.131
H -2.738 -1.091 1.838
H -3.017 1.674 1.121
P 2.225 -0.032 -0.277
C 3.229 1.444 0.165
C 2.759 -1.378 0.803
H 2.284 -1.290 -2.302
H 3.909 -0.845 -1.805
H 2.831 0.445 -2.556
C 2.885 -0.454 -1.909
H 2.034 -2.201 0.695
H 3.777 -1.680 0.529
H 4.283 1.146 0.146
H 2.929 1.777 1.166
H 2.745 -1.017 1.838
H 3.034 2.244 -0.561
C -0.037 2.177 0.947
O -0.063 3.143 1.592
F 1.079 0.354 2.722
C -0.011 -0.106 2.004
F 0.010 -1.455 2.088
F -1.102 0.312 2.738
```

Calculated values
- ⟨S²⟩: 8.76
- 2S+1: 6
- HOMO energy (spin up / spin down): -0.717 / -0.754 hartree
- Charge: +3
- Gap between HOMO and LUMO (spin up / spin down): 9.48 / 4.36 eV

Atom charges from the natural (NBO) analysis, given in e for atoms 1 to 5:
1 I 0.967
2 I 0.411
3 Ir 0.128
4 P 1.110
5 C -0.938

***

No. 4
ORCA calculation (ωB97M-V/def2-TZVPD) on a 2-piece molecular cluster, C3H8Si overall.

The geometry in XYZ format:
```
12
Properties=species:S:1:pos:R:3
C -1.077 -1.130 0.252
C -0.758 -0.163 1.465
C 1.635 0.519 -0.789
Si -0.134 0.315 -0.308
H -0.796 -2.114 0.257
H -2.276 -1.077 0.208
H -1.638 0.200 1.908
H -0.066 -0.579 2.215
H 2.212 0.565 0.171
H 1.951 -0.384 -1.309
H 1.792 1.507 -1.331
H -0.767 2.709 -0.662
```

Calculated values
- HOMO energy (spin up / spin down): -0.309 / -0.309 hartree
- Gap between HOMO and LUMO (spin up / spin down): 7.97 / 7.97 eV

Atom charges from the natural (NBO) analysis, given in e for atoms 1 to 5:
1 C -0.882
2 C -0.824
3 C -1.172
4 Si 1.420
5 H 0.234

***

Going through the records in order, we get energy values of -231.955317; -859.275913; -2071.656037; -408.409439 hartree.
Going through the records in order, we get energy relative to the best compared isomer or geometry (same formula, charge and spin) values of 711.53; 390.10; 0.00; 347.28 kJ/mol.
Going through the records in order, we get max |F| values of 0.5; 4.1; 7.6; 5.2 eV/A.